Entry 1:
DFT (wB97M-V/def2-TZVPD) results for a 2-piece molecular cluster, C5H12N2O overall.

Each line ends with the Löwdin charge.
Element x y z (Å)
C -0.26 0.83 -0.39  -0.43
C -1.70 1.20 -0.59  -0.03
C -0.87 -1.89 0.35  -0.24
N 0.06 -1.15 -0.48  -0.09
N 2.59 0.29 0.34  0.09
C 0.31 0.94 0.90  -0.12
C 1.53 0.36 1.18  -0.17
O 0.57 1.29 -1.41  0.00
H 0.20 0.98 -2.25  0.11
H 0.12 -1.65 -1.37  0.05
H 2.35 0.34 -0.64  0.08
H 3.31 -0.37 0.57  0.10
H -0.38 1.08 1.73  0.10
H 1.75 0.10 2.21  0.12
H -2.11 0.68 -1.46  0.09
H -1.80 2.28 -0.75  0.09
H -2.30 0.93 0.28  0.08
H -1.01 -1.35 1.29  0.06
H -0.51 -2.90 0.60  0.06
H -1.87 -2.01 -0.10  0.06

**Frontier orbital gap**: 0.3076 Eh
**Energy above the lowest of the compared OMol25 structures with the same formula, charge and spin**: 3.870 eV
**Total energy**: -382.3603 a.u.

=====

Entry 2:
DFT (wB97M-V/def2-TZVPD) results for a 3-piece molecular cluster, C5H12N2O overall.

Each line ends with the Löwdin charge.
Element x y z (Å)
C -0.84 0.19 0.35  -0.63
C -2.44 0.79 -1.03  0.02
C -1.27 -1.06 1.05  -0.04
C 2.72 0.09 -0.91  -0.09
N -0.16 0.07 -0.79  0.10
C 1.67 -0.31 0.08  -0.26
O -0.64 1.29 1.12  0.04
N 1.82 -0.85 1.20  0.10
H -0.56 1.02 2.04  0.11
H 0.06 0.96 -1.22  0.08
H 2.75 -1.26 1.37  0.07
H -2.09 -0.86 1.73  0.09
H -0.41 -1.43 1.63  0.06
H -1.54 -1.82 0.32  0.09
H -3.24 0.39 -0.41  0.01
H -2.35 1.87 -1.00  0.01
H -2.42 0.34 -2.01  0.01
H 3.74 -0.11 -0.55  0.07
H 2.64 1.15 -1.16  0.07
H 2.57 -0.47 -1.84  0.08

**Frontier orbital gap (alpha / beta)**: 0.2802 / 0.2802 Eh
**Energy above the lowest of the compared OMol25 structures with the same formula, charge and spin**: 6.017 eV
**Total energy**: -382.2814 a.u.

=====

Entry 3:
DFT (wB97M-V/def2-TZVPD) results for C5H12N2O as an isolated structure.

Each line ends with the Löwdin charge.
Element x y z (Å)
C 0.57 0.45 -0.07  -0.37
C -1.26 -0.30 -0.34  -0.10
C 0.69 -1.73 0.96  -0.15
C 0.62 1.43 -1.21  -0.10
C -2.01 0.48 0.71  -0.12
N 0.60 -0.96 -0.28  -0.13
N 2.52 -0.19 -0.21  0.00
O 3.17 0.10 -1.14  -0.02
H 0.57 0.84 0.95  0.12
H -1.38 0.05 -1.36  0.09
H -1.52 -1.36 -0.30  0.09
H 1.35 -1.26 1.70  0.07
H -0.29 -1.87 1.43  0.07
H 1.09 -2.71 0.72  0.08
H -0.21 2.13 -1.18  0.08
H 0.60 0.89 -2.16  0.09
H 1.55 2.00 -1.18  0.07
H -1.84 1.56 0.64  0.07
H -1.75 0.15 1.72  0.07
H -3.08 0.29 0.57  0.08

**Frontier orbital gap (alpha / beta)**: 0.2493 / 0.2760 Eh
**Energy above the lowest of the compared OMol25 structures with the same formula, charge and spin**: 8.141 eV
**Total energy**: -382.2034 a.u.

=====

Entry 4:
DFT (wB97M-V/def2-TZVPD) results for a 2-piece molecular cluster, C5H12N2O overall.

Each line ends with the Löwdin charge.
Element x y z (Å)
C -0.28 -0.82 -1.75  -0.15
N -0.06 -2.01 -0.96  -0.14
C 0.87 -1.82 0.13  -0.23
C 0.43 -0.85 1.22  -0.33
C 0.78 0.58 1.11  -0.17
N 1.54 -0.32 2.00  0.01
H -0.88 -0.07 -1.23  0.04
H 0.72 -0.45 -2.04  0.09
H -0.78 -1.08 -2.70  0.08
H -0.94 -2.43 -0.65  0.11
H 1.83 -1.45 -0.27  0.12
H 1.07 -2.79 0.59  0.11
H -0.51 -1.10 1.76  0.14
H 1.34 0.95 0.26  0.10
H 0.11 1.31 1.57  0.09
H 1.26 -0.13 2.95  0.08
C -1.62 3.12 -0.48  -0.11
O -1.28 2.09 -1.02  -0.03
H -1.94 3.16 0.57  0.08
H -1.65 4.09 -1.04  0.09

**Frontier orbital gap**: 0.3200 Eh
**SMILES**: CNC[C@@H]1CN1.C=O
**Energy above the lowest of the compared OMol25 structures with the same formula, charge and spin**: 3.613 eV
**Total energy**: -382.3698 a.u.

=====

Entry 5:
DFT (wB97M-V/def2-TZVPD) results for a 2-piece molecular cluster, C5H12N2O overall.

Each line ends with the Löwdin charge.
Element x y z (Å)
C -1.65 0.16 -0.41  -0.01
C -1.26 1.60 -0.45  -0.59
N -1.27 2.17 -1.69  0.15
O -0.81 2.21 0.51  0.01
H -2.10 -0.07 0.55  0.09
H -2.33 -0.12 -1.21  0.07
H -0.67 -0.52 -0.44  0.08
H -0.97 3.13 -1.78  0.11
H -1.68 1.71 -2.48  0.10
C 0.79 -2.49 0.26  -0.02
C 1.11 -1.29 -0.21  -0.20
C 1.77 -0.16 0.74  -0.27
N 0.98 0.29 1.84  0.00
H 0.60 -2.66 1.31  0.06
H 0.60 -3.33 -0.39  0.05
H 1.37 -1.18 -1.26  0.09
H 1.99 0.69 0.09  0.10
H 2.71 -0.58 1.11  0.10
H 0.25 0.94 1.56  0.03
H 0.60 -0.48 2.38  0.06

**Frontier orbital gap**: 0.3460 Eh
**SMILES**: CC(N)=O.C=CCN
**Energy above the lowest of the compared OMol25 structures with the same formula, charge and spin**: 1.976 eV
**Total energy**: -382.4299 a.u.

=====

Entry 6:
DFT (wB97M-V/def2-TZVPD) results for C5H12N2O as an isolated structure.

Each line ends with the Löwdin charge.
Element x y z (Å)
C -0.44 0.73 -0.16  -0.36
C -1.69 1.39 0.31  -0.03
C 0.75 -1.28 -1.77  -0.10
C 0.18 -0.35 0.60  -0.50
N 1.69 0.30 1.07  0.06
N -0.46 -0.75 1.82  0.09
C -0.15 -1.09 -0.60  -0.11
O 0.32 1.47 -1.04  0.02
H -0.22 2.02 -1.62  0.12
H 2.24 0.50 0.24  0.03
H 1.94 0.20 2.06  0.03
H -0.21 -1.72 2.02  0.09
H -0.12 -0.17 2.58  0.08
H -0.81 -1.93 -0.44  0.11
H -1.43 2.20 0.99  0.09
H -2.25 1.82 -0.53  0.08
H -2.33 0.69 0.84  0.08
H 0.95 -0.40 -2.39  0.07
H 1.75 -1.64 -1.49  0.08
H 0.32 -1.98 -2.49  0.07

**Frontier orbital gap**: 0.3106 Eh
**Energy above the lowest of the compared OMol25 structures with the same formula, charge and spin**: 4.357 eV
**Total energy**: -382.3424 a.u.

=====

Entry 7:
DFT (wB97M-V/def2-TZVPD) results for a 2-piece molecular cluster, C5H12N2O overall.

Each line ends with the Löwdin charge.
Element x y z (Å)
C 0.77 3.11 0.79  -0.02
C 0.87 2.14 -0.36  -0.60
N -0.26 1.39 -0.57  0.15
O 1.80 2.12 -1.14  0.04
H 0.04 3.88 0.53  0.08
H 1.72 3.60 0.97  0.08
H 0.43 2.62 1.71  0.07
H -0.09 0.57 -1.13  0.06
H -0.98 1.43 0.12  0.09
C -0.09 -1.80 1.79  0.00
C 0.11 -2.03 0.49  -0.20
C -0.93 -1.90 -0.56  -0.30
N -0.37 -1.52 -1.88  -0.02
H 0.55 -2.08 2.61  0.05
H -0.97 -1.21 2.03  0.06
H 1.06 -2.47 0.16  0.10
H -1.50 -2.84 -0.64  0.11
H -1.66 -1.12 -0.31  0.10
H -1.02 -1.90 -2.56  0.07
H 0.51 -2.00 -2.06  0.07

**Frontier orbital gap**: 0.3786 Eh
**SMILES**: CC(N)=O.C=CCN
**Energy above the lowest of the compared OMol25 structures with the same formula, charge and spin**: 1.539 eV
**Total energy**: -382.4460 a.u.

=====

Entry 8:
DFT (wB97M-V/def2-TZVPD) results for one molecule with the formula C5H12N2O.

Each line ends with the Löwdin charge.
Element x y z (Å)
C -1.27 -1.26 -0.07  -0.08
N -0.48 -0.28 0.72  -0.19
C -1.34 0.79 1.19  -0.10
C 0.68 0.13 -0.03  -0.58
C 1.56 -1.05 -0.48  -0.04
C 0.46 1.10 -1.21  -0.02
N 1.64 0.86 0.88  0.01
O 1.39 1.10 2.03  0.02
H -0.69 -2.10 -0.47  0.07
H -1.99 -1.70 0.62  0.08
H -1.82 -0.80 -0.90  0.09
H -1.89 1.29 0.39  0.08
H -0.77 1.54 1.73  0.07
H -2.07 0.35 1.88  0.09
H 1.18 -1.50 -1.39  0.08
H 1.61 -1.79 0.32  0.09
H 2.56 -0.68 -0.69  0.08
H 1.42 1.46 -1.57  0.08
H -0.05 0.58 -2.02  0.08
H -0.12 1.96 -0.92  0.08

**Frontier orbital gap**: 0.3283 Eh
**SMILES**: CN(C)C(C)(C)N=O
**Energy above the lowest of the compared OMol25 structures with the same formula, charge and spin**: 3.921 eV
**Total energy**: -382.3584 a.u.

=====

Question: Among the records above, which one has the lowest energy above the lowest of the compared OMol25 structures with the same formula, charge and spin?
Answer: number 7

=====

Question: Among the records above, which one has the highest energy above the lowest of the compared OMol25 structures with the same formula, charge and spin?
Answer: number 3